1.
Here is a structure of composition C19H20IN4O4S2SiV at a distorted geometry from OMol25. Energies are from ωB97M-V with the def2-TZVPD basis set.

Geometry (Å):
1 V 0.2165 -0.7195 -0.5883
2 C -0.1394 -4.6017 -1.0235
3 N -0.7198 -3.7646 -2.0451
4 C -0.5226 -3.9228 -3.4084
5 C -0.9965 -2.8241 -4.0141
6 N -1.5168 -1.9958 -3.0348
7 C -1.2648 -2.5392 -1.8069
8 S -1.8784 -1.9816 -0.3259
9 H -0.1483 -5.6384 -1.3559
10 H -0.7288 -4.4945 -0.1158
11 H 0.8892 -4.2942 -0.8236
12 H -0.0471 -4.8004 -3.8083
13 H -1.0088 -2.5440 -5.0517
14 H -1.4308 -0.9803 -3.1009
15 C -4.2891 3.3375 0.1191
16 C -4.1127 2.8067 1.3890
17 C -2.9567 2.0981 1.6914
18 C -1.9549 1.8929 0.7407
19 C -2.1600 2.4259 -0.5354
20 C -3.3057 3.1466 -0.8428
21 Si -0.3685 0.8716 1.1010
22 C 0.9073 2.2500 1.5215
23 C 1.4774 3.0216 0.5050
24 C 2.3914 4.0278 0.7831
25 C 2.7747 4.2825 2.0935
26 C 2.2362 3.5181 3.1188
27 C 1.3155 2.5186 2.8300
28 H -5.1896 3.8903 -0.1226
29 H -4.8768 2.9429 2.1469
30 H -2.8205 1.6919 2.6884
31 H -1.4107 2.2562 -1.3029
32 H -3.4396 3.5533 -1.8392
33 H -0.6694 0.3964 2.5165
34 H 1.2104 2.8168 -0.5267
35 H 2.8156 4.6123 -0.0258
36 H 3.4886 5.0682 2.3127
37 H 2.5301 3.7009 4.1469
38 H 0.8941 1.9327 3.6409
39 I 2.1733 -4.4870 3.8205
40 C 1.9683 -3.1167 2.2743
41 C 2.9894 -2.5254 1.5659
42 N 2.3954 -1.7343 0.6564
43 N 1.0522 -1.7831 0.7430
44 C 0.7740 -2.6300 1.7361
45 H 4.0568 -2.6226 1.6551
46 H 2.7486 -1.0781 -0.0496
47 H -0.2450 -2.8303 2.0153
48 O 1.4126 -1.7013 -2.4419
49 S 1.4173 -0.2222 -2.4785
50 O 2.0894 0.3428 -3.6168
51 O 2.0026 0.2068 -1.1550
52 O -0.0257 0.2226 -2.3716

Cartesian forces, eV/Å:
-1.9 0.2 -0.1
0.0 -0.1 0.1
0.2 0.5 -0.1
0.0 -0.1 0.0
-0.1 0.1 -0.1
0.6 0.0 0.1
-1.1 -1.0 -0.4
-0.2 0.1 0.0
0.0 0.0 0.0
0.0 0.0 0.0
0.0 0.0 0.0
0.0 0.0 0.0
0.1 0.0 0.0
-0.3 0.0 0.0
0.0 0.0 0.0
0.0 0.0 0.0
0.0 0.0 0.0
0.1 -0.1 0.1
0.0 0.0 0.0
0.0 0.0 0.0
-0.5 1.2 0.9
-0.1 -0.2 0.0
0.0 0.0 0.0
0.0 0.0 0.0
0.0 0.0 0.0
0.0 0.0 0.0
0.0 0.0 0.0
0.0 0.0 0.0
0.0 0.0 0.0
0.0 0.0 0.0
0.0 0.0 0.0
0.0 0.0 0.0
0.0 -0.1 -0.1
0.0 0.0 0.0
0.0 0.0 0.0
0.0 0.0 0.0
0.0 0.0 0.0
0.0 0.0 0.0
0.0 0.2 -0.2
0.1 -0.4 0.4
-0.1 0.1 -0.1
0.1 -0.1 0.2
1.7 -1.8 2.1
0.1 0.2 -0.1
0.0 0.1 0.0
0.1 -0.1 0.1
0.0 0.0 0.0
-0.4 -0.2 0.4
1.6 1.0 -2.4
0.0 0.0 0.1
0.3 0.1 0.0
-0.2 0.4 -0.8

Results
F_max = 3.26 eV/A
total charge = -1
multiplicity = 4
HOMO (alpha / beta) = -0.143 / -0.153 Ha
energy above the lowest of the compared OMol25 structures with the same formula, charge and spin = 19.2 kcal/mol
DFT total energy = -97517.42083 eV

---

2.
Here is the molecule C2HBrF3NO at a distorted geometry from OMol25. Energies are from ωB97M-V with the def2-TZVPD basis set.

Geometry (Å):
1 O -2.1165 0.3837 -1.3082
2 N -0.9854 0.6138 -0.7808
3 C -0.4092 -0.2504 0.1807
4 Br -1.5520 -1.4885 1.0015
5 C 1.0515 -0.1869 0.5252
6 F 1.8571 -0.0018 -0.5964
7 F 1.3077 0.8967 1.2495
8 F 1.4267 -1.2949 1.1223
9 H -0.5798 1.3283 -1.3938

Cartesian forces, eV/Å:
0.1 0.2 1.1
0.0 -3.6 0.8
-1.8 2.4 -2.8
0.5 0.5 -0.5
0.0 0.9 -1.8
-0.9 -0.5 0.7
0.3 0.1 1.0
0.4 0.0 0.4
1.5 -0.1 1.2

Results
F_max = 4.11 eV/A
HOMO (alpha / beta) = -0.340 / -0.348 Ha
energy above the lowest of the compared OMol25 structures with the same formula, charge and spin = 57.0 kcal/mol
DFT total energy = -83819.69999 eV

---

3.
Here is a cluster of 2 separate species, C5H11BrS in total at a distorted geometry from OMol25. Energies are from ωB97M-V with the def2-TZVPD basis set.

Geometry (Å):
1 C -2.1319 0.6813 1.1858
2 C -2.4901 0.0713 0.0743
3 C -2.4139 0.8587 -1.2601
4 Br -3.1529 -1.7735 0.1316
5 H -1.6804 1.6452 1.2047
6 H -2.2549 0.2206 2.2262
7 H -1.6660 1.6728 -1.1209
8 H -3.4321 1.0403 -1.6151
9 H -1.9696 0.0679 -2.0244
10 C 3.3224 -0.8273 -0.7377
11 S 1.8704 -1.6745 0.0262
12 C 1.3555 -0.2113 1.0149
13 H 2.9733 0.0161 -1.3051
14 H 3.7871 -1.4181 -1.4606
15 H 4.0792 -0.6014 0.0798
16 H 0.3850 -0.4893 1.5410
17 H 1.2090 0.7023 0.3860
18 H 2.2101 0.0189 1.6534

Cartesian forces, eV/Å:
-0.4 -1.7 2.6
-0.1 0.8 -0.6
1.4 -3.8 -0.6
0.3 1.3 -0.2
0.1 0.7 -0.3
0.2 0.5 -1.7
-1.1 -0.3 -0.3
0.4 0.7 0.1
-0.7 1.8 1.2
-0.2 0.2 2.2
0.4 1.0 -0.3
-0.6 -0.2 -0.3
-0.1 0.8 0.3
0.7 -1.5 -0.9
-1.0 0.1 -1.1
1.5 0.5 -0.5
-0.2 -0.9 0.2
-0.4 -0.1 0.5

Results
F_max = 4.03 eV/A
HOMO = -0.313 Ha
energy above the lowest of the compared OMol25 structures with the same formula, charge and spin = 0.0 kcal/mol
DFT total energy = -86239.59853 eV